Here is a structure of composition C6H7NO2 from the Open Molecules 2025 dataset. Energies are from ωB97M-V with the def2-TZVPD basis set.

As for the energy above the lowest of the compared OMol25 structures with the same formula, charge and spin: 43.6 kcal/mol. For the largest force on an atom, the calculation gives 0.12303 Eh/bohr.

Last column: natural (NBO) charge in e.
Geometry (Å):
C  -1.655  1.340  0.208  -0.72
C  -0.498  1.766  -0.619  0.68
C  0.644  -0.318  0.060  0.41
C  1.175  -0.726  1.179  -0.30
C  0.755  -2.127  1.388  -0.31
C  0.024  -2.491  0.284  0.09
H  -2.298  0.681  -0.272  0.24
H  -2.265  2.371  0.466  0.25
H  -1.412  0.757  1.394  0.24
H  1.232  1.058  -1.387  0.42
H  1.775  -0.160  1.847  0.24
H  0.858  -2.799  2.417  0.24
H  -0.600  -3.336  -0.063  0.22
N  0.599  0.861  -0.616  -0.67
O  -0.401  2.731  -1.327  -0.57
O  -0.118  -1.388  -0.559  -0.46



Here is an isolated molecule of C6H7NO2 from the Open Molecules 2025 dataset. Energies are from ωB97M-V with the def2-TZVPD basis set.

Its structure (SMILES) is CC(=O)Nc1ccco1. As for the energy above the lowest of the compared OMol25 structures with the same formula, charge and spin: 48.8 kcal/mol. For the largest force on an atom, the calculation gives 0.20294 Eh/bohr.

Last column: natural (NBO) charge in e.
Geometry (Å):
C  -2.324  -1.786  0.929  -0.71
C  -0.944  -1.232  0.885  0.69
C  0.412  0.513  -0.360  0.43
C  1.565  0.664  0.325  -0.34
C  2.414  1.520  -0.412  -0.31
C  1.696  1.759  -1.580  0.07
H  -2.805  -2.005  -0.243  0.23
H  -2.932  -0.953  1.280  0.24
H  -2.159  -2.710  1.492  0.26
H  -1.466  0.087  -0.597  0.37
H  1.786  0.342  1.368  0.25
H  3.209  2.100  -0.376  0.22
H  1.877  2.332  -2.550  0.21
N  -0.765  -0.279  -0.215  -0.63
O  -0.040  -1.496  1.592  -0.56
O  0.476  1.145  -1.539  -0.42



Here is a cluster of 2 separate species, C6H7NO2 in total from the Open Molecules 2025 dataset. Energies are from ωB97M-V with the def2-TZVPD basis set.

Its structure (SMILES) is CC(=O)C#CCC#N.O. As for the energy above the lowest of the compared OMol25 structures with the same formula, charge and spin: 54.3 kcal/mol. For the largest force on an atom, the calculation gives 0.02697 Eh/bohr.

Last column: natural (NBO) charge in e.
Geometry (Å):
C  -3.475  -0.856  0.478  -0.70
C  -2.520  0.280  0.697  0.51
O  -2.872  1.429  0.879  -0.48
C  -1.099  -0.055  0.677  -0.09
C  0.082  -0.324  0.668  0.07
C  1.497  -0.698  0.658  -0.58
C  2.409  0.439  0.452  0.30
N  3.124  1.343  0.365  -0.31
H  -3.343  -1.603  1.278  0.24
H  -4.507  -0.487  0.475  0.24
H  -3.247  -1.356  -0.477  0.24
H  1.755  -1.183  1.612  0.29
H  1.664  -1.446  -0.132  0.28
O  3.726  1.577  -2.862  -0.94
H  2.976  0.979  -2.791  0.46
H  3.830  1.960  -1.978  0.48



Here is a structure of composition C6H7NO3 from the Open Molecules 2025 dataset. Energies are from ωB97M-V with the def2-TZVPD basis set.

As for the energy above the lowest of the compared OMol25 structures with the same formula, charge and spin: 115.2 kcal/mol. For the largest force on an atom, the calculation gives 0.09857 Eh/bohr.

Last column: natural (NBO) charge in e.
Geometry (Å):
C  -2.063  0.490  -0.317  -0.37
C  -1.998  -0.892  -0.499  -0.35
C  -0.874  0.860  0.249  0.40
C  -0.856  -1.339  0.064  0.41
C  2.164  0.603  -0.572  -0.11
C  1.739  -0.086  0.683  0.26
N  -0.162  -0.240  0.545  -0.42
O  2.448  -0.786  -0.282  -0.46
O  -0.384  2.163  0.282  -0.72
O  -0.410  -2.648  0.255  -0.69
H  -2.887  1.075  -0.607  0.21
H  -2.771  -1.479  -0.609  0.21
H  1.416  0.914  -1.366  0.22
H  2.914  1.296  -0.435  0.19
H  2.124  -0.048  1.801  0.24
H  -1.008  2.881  0.426  0.50
H  0.608  -2.762  0.383  0.49



Here is an isolated molecule of C6H7NO3 from the Open Molecules 2025 dataset. Energies are from ωB97M-V with the def2-TZVPD basis set.

Its structure (SMILES) is C#C/C(=C/N)[C@@H](O)C(=O)O. As for the energy above the lowest of the compared OMol25 structures with the same formula, charge and spin: 91.2 kcal/mol. For the largest force on an atom, the calculation gives 0.09244 Eh/bohr.

Last column: natural (NBO) charge in e.
Geometry (Å):
O  0.607  0.183  1.851  -0.71
C  0.340  0.698  0.565  -0.03
C  1.527  0.328  -0.341  0.80
O  1.982  1.046  -1.196  -0.52
N  0.386  -1.471  -1.158  -0.86
C  -0.833  -0.978  -0.809  0.10
C  -0.931  0.154  -0.055  -0.22
C  -2.151  0.876  0.077  -0.03
C  -3.211  1.430  0.295  -0.23
H  1.241  0.740  2.311  0.48
H  0.285  1.799  0.590  0.22
H  0.487  -2.009  -2.006  0.40
H  -1.670  -1.298  -1.431  0.21
H  -4.117  1.999  0.398  0.24
H  2.236  -0.928  1.125  0.49
O  2.515  -0.787  0.206  -0.79
H  1.306  -1.782  -0.422  0.47



Here is a cluster of 2 separate species, C6H7NOS in total from the Open Molecules 2025 dataset. Energies are from ωB97M-V with the def2-TZVPD basis set.

As for the energy above the lowest of the compared OMol25 structures with the same formula, charge and spin: 149.8 kcal/mol. For the largest force on an atom, the calculation gives 0.09592 Eh/bohr.

Last column: natural (NBO) charge in e.
Geometry (Å):
C  -0.576  -1.031  -0.538  -0.01
C  -2.808  -0.600  -1.159  0.90
C  -1.888  -1.566  -1.088  -0.36
C  -2.082  -2.855  -1.659  -0.29
C  1.757  2.435  1.831  -0.39
C  2.823  2.712  1.139  -0.40
N  0.392  -1.527  0.151  -0.54
O  -3.643  0.201  -1.293  -0.33
S  1.781  -1.359  0.962  0.10
H  -0.554  0.169  -0.679  0.11
H  -1.333  -3.586  -1.927  0.23
H  -3.029  -3.409  -1.846  0.21
H  1.302  3.183  2.599  0.19
H  1.258  1.481  1.691  0.20
H  3.395  1.973  0.626  0.20
H  3.205  3.781  1.189  0.19